Record 1
Here is a structure of composition C10H12Cl2N3O6STl from the Open Molecules 2025 dataset. Energies are from ωB97M-V with the def2-TZVPD basis set.

```
35
Properties=species:S:1:pos:R:3
O 0.3999 1.9739 0.1062
N -0.6239 -1.0346 0.4560
C -0.1775 -1.2809 1.7368
O 0.9979 -1.2575 -2.4962
H -2.4443 -3.7958 2.2886
C 1.4567 4.3343 0.4566
H 0.4594 4.6058 0.7833
C 1.4706 2.4421 2.4515
O 0.7236 -0.6267 2.2301
N -1.0345 1.4328 -2.4201
O -1.9738 -1.3654 -1.2854
C 3.0307 -0.1648 -1.8591
H -3.7946 -4.1179 0.5363
H -0.5538 -2.6338 3.4006
Cl 2.3757 1.4058 -2.3312
H -3.0150 -3.8229 -1.0423
C -0.8777 -2.3676 2.4095
H 2.3137 2.9247 2.9345
H 1.5691 4.5676 -0.5966
C 2.2444 -1.2576 -2.7024
H 2.2139 4.8597 1.0267
H 4.1064 -0.1987 -2.0242
Cl 2.6330 -0.4129 -0.1550
C -1.8959 1.8140 -3.1423
H 0.5339 2.9140 2.7264
O 2.8986 -1.9593 -3.4264
H -4.1645 -2.6442 -0.3962
H 1.4353 1.3844 2.7033
S 1.6886 2.5238 0.6469
N -2.3016 -2.6737 0.5442
Tl -0.0780 0.2069 -1.2490
C -3.3854 -3.3587 -0.1267
C -1.6431 -1.6850 -0.1379
C -1.8940 -3.0015 1.8026
O -2.6939 2.2699 -3.8491
```

Results
- E: -67893.366 eV
- LUMO level: 0.09 eV
- Largest force on an atom: 2.073 eV/Å

In the Löwdin picture, each atom carries the following charge in e: O -0.634; N 0.094; C -0.491; O -0.115; H 0.131; C -0.211; H 0.062; C -0.213; O -0.003; N 0.000; O 0.011; C -0.909; H 0.091; H 0.113; Cl 0.681; H 0.105; C 0.026; H 0.059; H 0.052; C -0.768; H 0.055; H 0.082; Cl 0.702; C -0.471; H 0.066; O 0.090; H 0.102; H 0.026; S 0.823; N -0.051; Tl 0.947; C -0.003; C -0.536; C -0.041; O 0.129

=====

Record 2
Here is an isolated molecule of C10H12Cl2Si from the Open Molecules 2025 dataset. Energies are from ωB97M-V with the def2-TZVPD basis set.

```
25
Properties=species:S:1:pos:R:3
H -3.2980 0.3571 -2.4317
H -1.6536 1.2440 -2.1692
C 3.7964 0.6770 0.6012
C -2.4524 0.5593 -1.9183
H -3.0323 -1.8324 -0.0958
C 1.9154 -0.6523 -0.0192
H -1.3584 0.6279 1.2361
H 1.9856 -1.5761 -1.9563
H -0.5589 1.2870 -0.2811
C -2.3623 0.1232 -0.6313
C 2.5258 0.1423 0.8533
H 4.3510 -0.6642 -2.4156
H 4.1980 1.4503 1.1900
C -1.0507 0.3674 0.1480
H -3.5476 -0.5446 0.9959
H 5.4803 0.6943 -0.6007
H 2.0130 0.1899 1.8456
H -4.2633 -0.4790 -0.5592
Cl -0.5508 -2.6534 -0.9997
C 2.5489 -0.9859 -1.2392
Si 0.0214 -1.1872 0.2919
C 4.3887 0.3641 -0.5951
C 3.8197 -0.5954 -1.5061
Cl -0.3334 -2.0212 2.0481
C -3.4634 -0.7949 -0.0148
```

Results
- E: -43488.587 eV
- LUMO level: 0.68 eV
- Largest force on an atom: 5.191 eV/Å
- SMILES: C=C(C)C[Si](Cl)(Cl)c1ccccc1

In the natural (NBO) picture, each atom carries the following charge in e: H 0.196; H 0.198; C -0.224; C -0.447; H 0.230; C -0.430; H 0.249; H 0.220; H 0.262; C 0.086; C -0.195; H 0.220; H 0.215; C -0.956; H 0.208; H 0.215; H 0.210; H 0.219; Cl -0.362; C -0.196; Si 1.500; C -0.189; C -0.220; Cl -0.351; C -0.657

=====

Record 3
Here is a structure of composition C10H12ClGdNP from the Open Molecules 2025 dataset. Energies are from ωB97M-V with the def2-TZVPD basis set.

```
26
Properties=species:S:1:pos:R:3
C 1.1063 0.2007 3.4572
C 1.3687 -1.1397 3.6434
H 0.2589 -3.1408 -3.4608
H 0.4856 -2.2623 0.5271
H 0.8803 -0.7115 -4.5479
C -0.2793 0.1250 -2.8356
H 0.3386 1.7548 2.1717
C -1.0194 -1.9313 -2.0433
H -1.1407 4.8109 -1.5795
Gd 0.3622 1.6500 0.0517
C -1.0637 -0.5152 -1.8074
H -2.8563 4.1635 -0.4526
H -0.1780 1.2044 -2.9028
H 1.2451 0.9677 4.2186
H 1.7506 -1.5085 4.5841
C 0.6787 -1.5920 1.3601
P -1.4279 4.0066 -0.4207
C 1.1329 -2.0432 2.5958
C -0.1220 -2.1680 -3.1403
C 0.2703 -0.9082 -3.6749
H -1.6421 0.0214 -1.0616
H -1.5614 -2.6659 -1.4527
Cl 1.4255 -3.7253 2.8481
C 0.6443 0.6322 2.2174
H -1.1403 5.0068 0.5553
N 0.4831 -0.2321 1.1496
```

Results
- E: -54691.625 eV
- LUMO level (spin up / spin down): -0.96 / -0.98 eV
- Largest force on an atom: 2.976 eV/Å
- 2S+1: 8

In the Löwdin picture, each atom carries the following charge in e: C -0.087; C -0.116; H 0.072; H 0.111; H 0.063; C -0.263; H 0.014; C -0.187; H -0.123; Gd 1.149; C -0.286; H -0.114; H 0.023; H 0.113; H 0.101; C -0.101; P 0.592; C -0.670; C -0.171; C -0.183; H 0.029; H 0.068; Cl 0.681; C -0.365; H -0.138; N -0.214